*w*
Here is a molecular structure, C38H54BBiN8S3Se2 from the OMol25 dataset. Energies are from wB97M-V/def2-TZVPD.

The geometry in XYZ format:
```
107
Properties=species:S:1:pos:R:3
Bi 0.077 -0.384 -0.348
C -0.586 -4.151 -2.051
C 0.900 -3.921 -2.313
C 1.118 -3.190 -3.645
C 1.706 -3.261 -1.224
C 2.922 -3.754 -0.800
C 3.435 -2.804 0.092
C 4.752 -2.903 0.806
C 4.581 -2.680 2.307
C 5.777 -1.937 0.217
N 2.593 -1.785 0.206
N 1.514 -2.080 -0.585
B 3.049 1.015 1.132
N 2.550 1.925 0.135
N 1.199 2.194 0.054
C 1.051 3.110 -0.866
C 2.307 3.465 -1.425
C 3.245 2.712 -0.789
C 4.722 2.955 -0.997
C 5.216 4.054 -0.046
C 5.663 1.752 -0.979
C -0.279 3.706 -1.204
C -0.508 4.974 -0.373
C -0.385 4.020 -2.697
N 2.277 0.627 2.316
N 0.968 0.223 2.251
C 0.576 0.026 3.496
C 1.634 0.290 4.383
C 2.714 0.649 3.622
C 4.010 1.109 4.269
C 4.523 0.026 5.230
C 5.164 1.575 3.392
C -0.773 -0.406 4.000
C -0.922 -1.936 3.924
C -1.926 0.394 3.394
H -0.955 -4.935 -2.715
H -0.771 -4.460 -1.023
H -1.178 -3.257 -2.248
H 1.359 -4.908 -2.414
H 0.690 -2.185 -3.618
H 2.181 -3.099 -3.877
H 0.631 -3.737 -4.456
H 3.384 -4.680 -1.104
H 5.117 -3.920 0.641
H 4.148 -1.694 2.482
H 3.904 -3.421 2.735
H 5.543 -2.749 2.820
H 5.446 -0.910 0.362
H 6.750 -2.061 0.698
H 5.898 -2.112 -0.854
H 4.190 0.751 1.103
H 2.493 4.190 -2.200
H 4.766 3.377 -2.004
H 5.112 3.755 0.992
H 6.271 4.264 -0.234
H 4.650 4.975 -0.191
H 5.942 1.474 0.036
H 5.216 0.891 -1.474
H 6.581 2.009 -1.510
H -1.044 2.980 -0.932
H 0.275 5.709 -0.572
H -1.470 5.421 -0.635
H -0.508 4.752 0.695
H 0.231 4.886 -2.955
H -0.069 3.172 -3.304
H -1.419 4.253 -2.959
H 1.581 0.242 5.458
H 3.715 1.963 4.885
H 4.801 -0.874 4.681
H 5.407 0.395 5.753
H 3.776 -0.247 5.973
H 5.638 0.739 2.874
H 4.846 2.311 2.662
H 5.917 2.042 4.029
H -0.756 -0.150 5.062
H -0.525 -2.335 2.994
H -0.382 -2.405 4.748
H -1.973 -2.221 3.987
H -2.046 0.207 2.327
H -2.864 0.122 3.881
H -1.757 1.463 3.548
S -4.482 -1.084 0.808
C -3.264 -1.476 -0.210
S -1.688 -1.991 0.469
S -3.468 -1.585 -1.918
Se -1.449 -0.392 -2.832
Se 0.004 1.180 -4.265
C 1.711 0.447 -3.855
C 2.668 0.343 -4.867
C 3.910 -0.173 -4.555
C 4.170 -0.555 -3.243
C 3.164 -0.404 -2.307
N 1.951 0.074 -2.596
C -2.299 1.157 -2.053
C -3.117 2.005 -2.783
C -3.779 3.002 -2.090
C -3.597 3.119 -0.717
C -2.740 2.239 -0.086
N -2.094 1.277 -0.749
H 2.418 0.662 -5.869
H 4.667 -0.281 -5.322
H 5.126 -0.973 -2.957
H 3.323 -0.686 -1.271
H -3.234 1.863 -3.848
H -4.445 3.675 -2.613
H -4.119 3.874 -0.145
H -2.560 2.282 0.982
```

Summary:
- Net charge: 0
- Frontier orbital gap: 6.60 eV

Atom charges from the Mulliken analysis, given in e for atoms 1 to 4:
1. Bi 2.6510
2. C -1.3141
3. C 0.2022
4. C -1.2324

***

*x*
Here is a molecular structure, C38H54BBiN8S3Se2 from the OMol25 dataset. Energies are from wB97M-V/def2-TZVPD.

The geometry in XYZ format:
```
107
Properties=species:S:1:pos:R:3
Bi 0.244 -0.456 -0.785
C 1.605 -0.307 -5.045
C 0.334 0.522 -4.850
C 0.613 1.930 -4.308
C -0.759 -0.198 -4.105
C -1.756 -0.934 -4.732
C -2.666 -1.286 -3.747
C -3.843 -2.213 -3.938
C -5.086 -1.502 -4.479
C -4.182 -3.089 -2.732
N -2.253 -0.734 -2.602
N -1.039 -0.121 -2.788
B -3.108 -0.364 -1.340
N -2.815 1.103 -0.970
N -1.640 1.421 -0.369
C -1.625 2.731 -0.186
C -2.821 3.284 -0.669
C -3.541 2.228 -1.189
C -4.771 2.381 -2.049
C -4.433 2.035 -3.502
C -6.056 1.692 -1.587
C -0.451 3.483 0.379
C 0.142 4.401 -0.696
C 0.636 2.583 0.957
N -2.726 -1.421 -0.240
N -1.626 -2.181 -0.527
C -1.741 -3.329 0.126
C -2.946 -3.337 0.842
C -3.524 -2.103 0.612
C -4.749 -1.553 1.290
C -6.039 -2.052 0.637
C -4.734 -0.033 1.422
C -0.676 -4.383 0.040
C -0.728 -5.070 -1.328
C -0.793 -5.396 1.174
H 2.281 0.214 -5.726
H 2.133 -0.463 -4.109
H 1.373 -1.283 -5.474
H -0.100 0.645 -5.846
H -0.259 2.343 -3.797
H 1.447 1.927 -3.609
H 0.872 2.602 -5.129
H -1.809 -1.181 -5.781
H -3.488 -2.890 -4.722
H -5.503 -0.829 -3.729
H -4.859 -0.920 -5.373
H -5.853 -2.236 -4.731
H -4.753 -2.544 -1.983
H -4.789 -3.933 -3.063
H -3.283 -3.484 -2.253
H -4.265 -0.459 -1.619
H -3.109 4.323 -0.686
H -4.971 3.455 -2.019
H -4.170 0.983 -3.601
H -5.287 2.235 -4.152
H -3.585 2.624 -3.853
H -6.033 0.617 -1.764
H -6.245 1.864 -0.527
H -6.900 2.101 -2.145
H -0.842 4.121 1.179
H 0.523 3.802 -1.528
H -0.603 5.092 -1.092
H 0.971 4.983 -0.289
H 1.233 2.146 0.150
H 1.327 3.170 1.564
H 0.231 1.780 1.573
H -3.309 -4.099 1.513
H -4.706 -1.965 2.304
H -6.133 -1.656 -0.377
H -6.061 -3.141 0.579
H -6.907 -1.719 1.209
H -4.936 0.442 0.466
H -5.506 0.285 2.126
H -3.768 0.328 1.780
H 0.293 -3.881 0.124
H -1.685 -5.582 -1.458
H -0.617 -4.343 -2.134
H 0.072 -5.807 -1.420
H -1.714 -5.977 1.083
H 0.045 -6.093 1.144
H -0.793 -4.908 2.151
S 4.609 -1.590 -2.055
C 3.061 -1.144 -1.797
S 2.579 0.519 -1.563
S 1.754 -2.321 -1.727
Se 1.314 -2.292 3.981
Se -0.661 -1.830 2.881
C -1.279 -0.228 3.762
C -1.397 -0.168 5.146
C -1.936 0.979 5.700
C -2.362 1.997 4.859
C -2.220 1.824 3.493
N -1.678 0.734 2.948
C 2.531 -1.391 2.782
C 3.617 -2.109 2.301
C 4.500 -1.460 1.451
C 4.259 -0.138 1.120
C 3.134 0.480 1.648
N 2.277 -0.129 2.466
H -1.070 -0.995 5.760
H -2.037 1.072 6.774
H -2.800 2.905 5.251
H -2.552 2.586 2.795
H 3.745 -3.151 2.561
H 5.346 -1.988 1.031
H 4.901 0.398 0.434
H 2.905 1.508 1.396
```

Summary:
- Net charge: 0
- Frontier orbital gap: 7.62 eV

Atom charges from the Mulliken analysis, given in e for atoms 1 to 4:
1. Bi 2.3061
2. C -1.2070
3. C 0.2744
4. C -1.3323

***

Relative energies, kcal/mol: *w* 70.0; *x* 0.0.

***

*w*
Here is a molecular structure, CH2NO2P from the OMol25 dataset. Energies are from wB97M-V/def2-TZVPD.

The geometry in XYZ format:
```
7
Properties=species:S:1:pos:R:3
C -0.192 -0.398 -0.529
N -0.831 0.756 0.019
O 1.097 -0.465 -0.490
O 1.216 0.436 1.444
P -0.071 1.155 1.374
H -0.733 -1.328 -0.239
H -0.486 -0.156 -1.579
```

Summary:
- Net charge: 0
- Frontier orbital gap (alpha / beta): 8.25 / 6.99 eV

Atom charges from the Mulliken analysis, given in e for atoms 1 to 4:
1. C 0.0330
2. N -0.3696
3. O -0.3215
4. O -0.3290

***

*x*
Here is CH2NO2P in the gas phase from the OMol25 dataset. Energies are from wB97M-V/def2-TZVPD.

The geometry in XYZ format:
```
7
Properties=species:S:1:pos:R:3
C -0.281 0.074 -0.098
N -2.292 1.096 0.195
O -4.337 -0.341 0.421
O -1.081 1.204 -0.156
P -3.101 -0.252 -0.330
H -0.748 -0.864 0.270
H 0.802 0.225 -0.083
```

Summary:
- Net charge: 0
- Frontier orbital gap (alpha / beta): 8.37 / 7.76 eV

Atom charges from the Mulliken analysis, given in e for atoms 1 to 4:
1. C -0.2391
2. N -0.1538
3. O -0.4382
4. O -0.0273

***

Relative energies, kcal/mol: *w* 0.0; *x* 6.6.